Entry 1:
Entry from OMol25: C18H25BN8O3Pb as an isolated structure at a distorted geometry (wB97M-V/def2-TZVPD).

F_max, eV/A: 2.28
LUMO, eV: -0.92

CARTESIAN COORDINATES (ANGSTROEM)
Pb (-1.0609, -0.1968, -0.3004)
O (-0.7363, 0.5883, 2.3629)
O (3.6449, -0.2763, 4.0110)
O (2.7688, -0.1304, -0.4555)
N (0.9505, 0.1315, 0.9609)
N (3.0954, -0.2098, 1.8117)
N (-0.1415, 1.4738, -3.4318)
N (0.4356, -1.3662, -2.3015)
N (-0.1529, 1.5317, -2.0445)
N (-2.0112, -0.2713, -3.7228)
N (0.4068, -1.0226, -3.6545)
N (-2.2974, -0.4728, -2.3839)
C (1.3032, -1.7672, -4.3424)
C (0.4887, 0.3336, 2.2038)
C (-3.6063, -0.7937, -2.2818)
C (1.3275, 0.2483, 3.4805)
C (0.0208, 2.3539, 4.4278)
C (0.2216, 2.6806, -3.9337)
C (-3.1353, -0.4698, -4.4559)
C (0.2090, 2.7791, -1.6917)
C (-1.3289, -2.2699, 0.4228)
C (1.3804, -2.3110, -2.1676)
C (1.9561, -2.6018, -3.4311)
C (2.7844, -0.1029, 3.1477)
C (1.3411, 1.6688, 4.1219)
C (-0.6882, -0.9155, 4.7635)
C (0.7752, -0.9208, 4.3557)
C (0.4531, 3.5408, -2.8547)
C (-4.1691, -0.7984, -3.5718)
C (2.2785, -0.0709, 0.6683)
B (-0.5450, 0.1263, -4.1363)
H (0.2839, 2.8452, -5.0097)
H (0.7525, 4.5735, -2.9039)
H (1.4130, -0.9905, 5.2486)
H (-0.5791, -2.9952, 0.1025)
H (4.0684, -0.4111, 1.6015)
H (-4.1017, -0.9943, -1.3276)
H (0.2878, 3.1122, -0.6540)
H (1.8875, 2.3012, 3.4003)
H (-1.3417, -2.2285, 1.5133)
H (-0.8754, -1.8271, 5.3432)
H (-0.4750, 0.2594, -5.3147)
H (-2.3025, -2.6084, 0.0670)
H (1.9593, 1.6179, 5.0295)
H (-0.5681, 1.8092, 5.1708)
H (-1.3417, -0.9330, 3.8831)
H (0.9610, -1.8390, 3.7697)
H (0.2506, 3.3474, 4.8281)
H (-3.1202, -0.3647, -5.5425)
H (1.4133, -1.6400, -5.4165)
H (-5.1954, -1.0092, -3.8254)
H (-0.5752, 2.4796, 3.5175)
H (-2.2214, 1.1087, 0.4100)
H (-0.9391, -0.0518, 5.3866)
H (2.7321, -3.3096, -3.6475)
H (1.6583, -2.7403, -1.2067)

Atoms 1-3, force components in eV/Å:
0.174 0.998 -0.326
1.720 -0.704 -0.713
-1.176 0.253 -1.166

---

Entry 2:
Entry from OMol25: C18H25BN8O3Sn as an isolated structure at a distorted geometry (wB97M-V/def2-TZVPD).

F_max, eV/A: 3.92
Net charge: +2
LUMO, eV: -10.30

CARTESIAN COORDINATES (ANGSTROEM)
Sn (-0.1571, 1.1323, -0.2053)
O (-0.5219, -0.7505, 2.3820)
O (2.4872, -4.1167, 1.8463)
O (0.9837, -1.3393, -1.7678)
N (-0.6181, 2.1181, 1.6809)
N (-1.2371, 2.9618, -0.9909)
N (-2.3543, 3.4355, -0.3658)
N (0.6567, -0.8662, 0.4024)
N (-2.2111, 0.4358, -0.2179)
N (-3.2132, 1.2227, 0.2877)
N (0.9132, -2.5076, 2.0188)
N (-1.8634, 2.6386, 1.9231)
C (-4.3860, 0.5981, 0.1264)
C (-1.9079, 3.1044, 3.1788)
C (3.5612, -2.4547, -0.3584)
C (0.2986, -4.5961, -0.8398)
C (2.0674, -2.8531, -0.1843)
C (2.6575, 1.5125, -1.2513)
C (-2.7650, 4.5649, -0.9606)
C (1.8662, -3.2118, 1.3010)
C (1.7026, -4.0673, -1.0702)
C (-0.6698, 2.8737, 3.7692)
C (-2.7597, -0.7052, -0.6818)
C (-1.8854, 4.8357, -2.0041)
C (0.1126, 2.2280, 2.8070)
C (-4.1435, -0.6219, -0.4943)
C (1.1800, -1.6496, -0.5763)
C (0.2843, -1.3123, 1.6436)
C (-0.9352, 3.8111, -1.9994)
C (4.0199, -2.2800, -1.7980)
B (-2.9734, 2.6590, 0.8362)
H (3.3686, 0.7498, -1.6000)
H (-5.2792, 1.0932, 0.4812)
H (3.3609, -1.5876, -2.3356)
H (-2.8291, 3.5455, 3.5323)
H (-4.8757, -1.3561, -0.7674)
H (-0.0797, 3.6686, -2.6444)
H (4.1625, -3.2379, 0.1256)
H (0.7543, -2.7939, 2.9786)
H (4.0283, -3.2420, -2.3258)
H (0.1320, -5.4542, -1.5005)
H (2.4440, -4.8510, -0.8553)
H (3.7296, -1.5331, 0.2231)
H (-3.9836, 3.1672, 1.2305)
H (2.8496, 1.7105, -0.1879)
H (-0.3696, 3.1221, 4.7684)
H (2.8032, 2.4386, -1.8222)
H (1.1152, 1.8303, 2.8815)
H (5.0415, -1.8840, -1.8028)
H (1.8333, -3.7720, -2.1197)
H (1.6149, 1.1091, -1.4591)
H (0.1688, -4.9379, 0.1948)
H (-2.1560, -1.4977, -1.1056)
H (-1.9258, 5.6744, -2.6737)
H (-3.6422, 5.0715, -0.5803)
H (-0.4547, -3.8336, -1.0734)

Atoms 1-3, force components in eV/Å:
-3.248 -0.947 1.972
1.343 -0.318 -1.562
-1.065 1.593 -1.113

---

Entry 3:
Entry from OMol25: C18H25BN8O3Tc as an isolated structure at a distorted geometry (wB97M-V/def2-TZVPD).

F_max, eV/A: 3.31
Net charge: +2
LUMO (spin up / spin down), eV: -7.20 / -11.76
Spin multiplicity: 4

CARTESIAN COORDINATES (ANGSTROEM)
Tc (-0.2566, 0.0248, -0.5092)
O (-1.9930, 0.3026, 1.8158)
O (-4.6447, 3.7392, -0.0583)
O (-2.2715, 1.0119, -2.5385)
N (-2.0041, 1.1152, -0.2680)
N (0.1815, -1.9555, -2.7329)
N (2.2761, -1.6258, -1.4565)
N (0.8432, 0.9118, -1.9327)
N (-0.6989, -1.4619, -1.7570)
N (1.4828, 0.1651, -2.9373)
N (-3.9694, 1.8609, -1.1852)
N (1.6253, -1.1328, -0.3406)
C (1.8443, 2.3193, -3.3498)
C (3.4267, -2.1907, -1.0608)
C (-0.4420, -2.9291, -3.4013)
C (-2.5523, 1.0437, 0.9827)
C (1.7436, 1.8935, 3.4562)
C (1.0889, 2.2288, -2.1772)
C (-2.7168, 1.3151, -1.4314)
C (-2.9675, 2.6086, 3.7048)
C (-4.8850, 0.2653, 3.0033)
C (-4.1560, 2.6194, -0.0223)
C (-1.7118, -3.1105, -2.8654)
C (-3.7798, 1.9080, 1.2807)
C (2.0653, 1.0178, -3.7849)
C (-1.8490, -2.1850, -1.8253)
C (-3.3945, 3.0181, 2.3028)
C (2.3686, -1.3994, 0.7484)
C (-4.9830, 1.0026, 1.6799)
C (3.5205, -2.0841, 0.3188)
B (1.6083, -1.3724, -2.8431)
H (-2.6654, 1.5594, 3.7562)
H (1.1515, 1.7057, 2.5416)
H (-5.8934, 1.6223, 1.6597)
H (2.2464, -1.8487, -3.7445)
H (-3.7743, 2.8164, 4.4221)
H (-4.4463, 2.1879, -2.0197)
H (-2.4469, -3.8202, -3.1792)
H (1.2451, 2.6595, 4.0580)
H (2.0263, -1.0862, 1.7222)
H (-3.9010, -0.2008, 3.1172)
H (-2.5583, 3.5728, 1.8465)
H (1.7874, 0.9451, 3.9622)
H (-2.6446, -1.9806, -1.1230)
H (0.7199, 2.9724, -1.4824)
H (-2.1082, 3.2237, 3.9971)
H (4.0987, -2.6209, -1.7941)
H (0.0651, -3.4257, -4.2124)
H (2.2119, 3.2071, -3.8263)
H (4.3086, -2.4446, 0.9487)
H (-5.1051, 0.2625, 0.8736)
H (2.6067, 0.6188, -4.6239)
H (-5.6448, -0.5246, 3.0078)
H (-5.0757, 0.9284, 3.8541)
H (2.7486, 2.2169, 3.1625)
H (-4.2257, 3.7372, 2.3640)

Atoms 1-3, force components in eV/Å:
-0.716 0.419 0.726
0.098 0.706 -1.538
0.636 -2.122 -0.149

---

Entry 4:
Entry from OMol25: C18H25BN8O4PPdTe as an isolated structure (wB97M-V/def2-TZVPD).

F_max, eV/A: 0.82
LUMO (spin up / spin down), eV: -0.38 / -1.30
Spin multiplicity: 2

CARTESIAN COORDINATES (ANGSTROEM)
Te (-0.4350, 2.1681, 0.9249)
Pd (0.2255, -0.5871, 0.6590)
P (1.1665, 2.1172, 2.6994)
O (0.7464, 1.2787, 3.8457)
O (1.5628, 3.6024, 3.1398)
O (2.5481, 1.6044, 2.0713)
O (-0.8418, -1.7694, 3.0098)
N (-3.1236, -2.0896, -3.5753)
N (0.4054, -2.5983, -0.2093)
N (0.7470, -0.0435, -1.5102)
N (-2.3139, -1.1628, -0.8816)
N (-0.4021, -2.7645, -1.2801)
N (-1.8144, -2.1187, -3.2333)
N (-0.3190, -0.3971, -2.2695)
N (-1.8561, -0.8918, 0.3688)
C (0.1056, -1.4256, 2.4160)
C (0.8122, -3.8035, 0.1647)
C (1.3093, 0.9937, -2.1133)
C (0.2681, -4.7841, -0.6676)
C (-1.9010, -2.8431, -5.3175)
C (0.6187, 1.3280, -3.2808)
C (1.5748, -1.6525, 2.7285)
C (3.5786, 3.2355, 0.5735)
C (-0.2378, 5.1664, 3.6271)
C (-3.6575, -1.0719, -0.8837)
C (3.7138, 2.4144, 1.8355)
C (-0.5031, -4.0771, -1.5630)
C (-1.0611, -2.5591, -4.2722)
C (-4.0740, -0.7218, 0.3831)
C (-3.1800, -2.5269, -4.8197)
C (0.8317, 4.2630, 4.1964)
C (-2.9024, -0.6160, 1.1319)
C (-0.4130, 0.4159, -3.3369)
B (-1.2405, -1.6010, -1.9250)
H (-1.1941, 0.2820, -4.0672)
H (-1.1156, -4.4195, -2.3790)
H (1.9013, -0.7819, 3.2924)
H (-4.2040, -1.2779, -1.7847)
H (0.4160, -5.8481, -0.6244)
H (0.0116, -2.6293, -4.1891)
H (3.3631, 2.5955, -0.2821)
H (-0.7430, 5.6898, 4.4404)
H (1.6273, -2.5527, 3.3424)
H (-4.1347, -2.6002, -5.3159)
H (2.7723, 3.9625, 0.6677)
H (-1.6365, -3.2190, -6.2901)
H (2.1771, 1.4585, -1.6747)
H (-0.9806, 4.5907, 3.0745)
H (-2.7562, -0.3527, 2.1648)
H (3.8882, 3.0500, 2.7022)
H (1.4767, -3.9157, 1.0061)
H (4.5341, 1.7017, 1.7574)
H (4.5098, 3.7708, 0.3814)
H (1.5797, 4.8318, 4.7476)
H (0.8404, 2.1122, -3.9824)
H (2.2020, -1.7758, 1.8448)
H (-5.0843, -0.5672, 0.7172)
H (0.4132, 3.5058, 4.8593)
H (0.1978, 5.9064, 2.9553)

Atoms 1-3, force components in eV/Å:
0.256 -0.737 0.167
-0.093 0.645 -0.491
0.034 -0.152 0.666